No. 1
Computed, not measured: a molecular structure, C2H7Br2N2 in a non-equilibrium geometry, with ωB97M-V/def2-TZVPD.

XYZ file:
```
13
Properties=species:S:1:pos:R:3:forces:R:3
Br 0.1692 -1.0160 1.2339 -3.130 -2.285 1.743
Br 0.6376 0.8849 -1.2210 -1.398 1.018 -1.786
N -2.0617 -0.8334 -1.0695 -2.096 -1.363 -3.032
N 2.5494 0.8344 0.9508 0.080 -0.572 -1.486
C 2.8541 -0.3911 0.1789 0.280 0.426 -1.744
C 1.4717 0.1071 0.3507 5.243 1.650 1.444
H 3.2082 -1.2683 0.6931 -0.210 -0.245 0.238
H 3.2089 -0.3242 -0.9068 0.084 0.362 1.845
H -2.4105 -0.9104 -0.1275 0.056 0.637 0.717
H -2.8737 -0.5749 -1.7409 1.531 -0.151 1.466
H -1.2195 -0.2416 -1.2526 -0.242 -0.012 0.555
H -1.8510 -1.8175 -1.3412 0.227 0.699 0.128
H 2.7584 0.8239 1.9436 -0.425 -0.163 -0.088
```
Forces are in eV/Å.

Its energy above the lowest of the compared OMol25 structures with the same formula, charge and spin is 169.1 kJ/mol. As for the gap between HOMO and LUMO (alpha / beta): 5.5 / 4.6 eV. As for the net charge: +1. Its spin multiplicity is 3. The value obtained for the molar mass is 218.9 g/mol. For the total energy, the calculation gives -5337.4372 Ha.


No. 2
Computed, not measured: a molecular structure, CH2BrClO in a non-equilibrium geometry, with ωB97M-V/def2-TZVPD.

XYZ file:
```
6
Properties=species:S:1:pos:R:3:forces:R:3
Br -1.4141 1.1228 -1.0368 0.570 0.322 -0.033
Cl 0.7459 1.8247 0.8038 0.360 0.434 1.878
O 0.1827 -1.1876 0.5249 -1.285 -0.361 2.802
C 0.4773 1.5635 -0.7621 -1.033 -0.507 -1.920
H -0.4298 -1.9052 0.7966 0.585 0.755 -0.193
H 0.4380 -1.4182 -0.3264 0.803 -0.643 -2.534
```
Forces are in eV/Å.

Its energy above the lowest of the compared OMol25 structures with the same formula, charge and spin is 264.3 kJ/mol. As for the gap between HOMO and LUMO: 8.4 eV. The value obtained for the molar mass is 145.4 g/mol. For the total energy, the calculation gives -3148.6288 Ha.


> What is the total energy in the first record?

-5337.4372 Ha